# 1
# C5H35NO14

13 unconnected molecules or ions with the total composition C5H35NO14 (ωB97M-V/def2-TZVPD, the OMol25 dataset).

Output
Kohn-Sham gap = 10.50 eV
ΔE to the lowest compared entry with this formula, charge and spin = 0.736 eV
LUMO level = 0.17 eV

Each line ends with the Mulliken charge.
Cartesian coordinates (Å):
C -1.5064 -1.0322 0.5534  -1.35
N -0.3398 -1.8041 0.0909  0.72
C 0.3916 -2.5938 0.9710  -0.09
O 1.4956 -3.0107 0.5938  -0.84
C -1.2966 0.4605 0.3277  1.59
C -1.5369 0.8631 -1.1278  -0.55
C -2.9716 1.3280 -1.3895  -0.86
O -3.2361 2.4809 -0.6141  -0.63
H -2.3873 -1.3737 0.0036  0.17
H -1.6158 -1.2377 1.6016  0.51
H 0.1207 -1.4407 -0.7526  -0.09
H -0.0557 -2.8687 1.9937  0.31
H -0.2407 0.7453 0.6540  -0.73
H -1.9405 1.0765 0.9880  0.32
H -1.2594 0.0744 -1.8138  0.22
H -0.8330 1.6805 -1.4496  0.37
H -3.1805 1.5967 -2.4390  0.40
H -3.6872 0.5175 -1.1757  0.30
H -3.4990 2.2559 0.2990  0.38
H 2.3987 -0.8372 -1.2392  0.49
H 2.5360 -1.8060 -0.0451  0.45
O 2.9833 -1.0450 -0.4380  -0.86
H -0.8839 3.5264 1.9003  0.44
H 0.2993 3.2754 2.8127  0.43
O -0.7065 3.2080 2.8065  -0.84
H 1.7035 0.1138 -3.1594  0.24
H 1.0373 -1.3035 -2.8481  0.27
O 1.3228 -0.4231 -2.4301  -0.58
H 2.0796 2.3049 1.8841  0.42
H 2.1583 3.8373 1.6914  0.37
O 1.9395 3.1620 2.3526  -0.76
H -1.1571 1.6419 3.0676  0.39
H -1.5506 0.6413 4.1738  0.25
O -1.3433 0.6936 3.2235  -0.62
H 1.7650 -3.8149 -0.9002  0.45
H 2.8627 -4.4174 -1.6966  0.29
O 1.9601 -4.2415 -1.7476  -0.70
H -0.2113 -2.9047 -3.3112  0.43
H 1.2142 -3.3158 -2.9653  0.43
O 0.6932 -2.6887 -3.5010  -0.77
H -1.4790 -3.0226 -1.4127  0.31
H -2.4930 -2.8631 -2.6174  0.31
O -1.6623 -3.2737 -2.3979  -0.74
H 2.7143 0.0650 0.5861  0.39
H 3.4474 0.8573 1.7660  0.22
O 2.5629 0.7445 1.3525  -0.81
H 1.3781 -0.2560 2.2192  0.47
H -0.0074 -0.2755 2.8044  0.38
O 0.7544 -0.8448 2.5558  -0.72
H -0.2595 3.2810 -0.1333  0.34
H -1.8750 3.4112 -0.1394  0.44
O -1.0210 3.7612 0.1999  -0.79
H 1.7703 1.6881 0.1303  0.48
H 1.2778 1.3201 -1.2159  0.16
O 1.3698 2.0833 -0.6427  -0.82

Force components x, y, z for each atom (eV/Å):
C 0.505 0.146 -0.415
N -0.333 -0.687 0.949
C -0.172 0.608 -0.886
O -0.634 -0.297 0.944
C 0.917 0.792 0.366
C 0.649 1.087 -0.750
C 0.115 -0.702 -0.203
O -0.916 0.374 0.704
H -0.196 0.025 0.155
H -0.276 -0.121 0.419
H 0.064 -0.376 0.693
H 0.390 0.370 -1.852
H -1.396 -0.475 -0.466
H 0.290 -0.632 -0.299
H -0.128 -0.553 -0.219
H -0.855 -0.581 0.501
H 0.449 0.026 0.382
H 0.070 0.199 0.238
H 0.094 -0.082 -0.737
H 0.912 -0.127 0.723
H -0.077 -0.526 0.322
O -0.519 0.846 -1.040
H -0.342 0.000 -0.174
H -1.261 -0.230 0.194
O 1.251 0.198 0.256
H -0.365 -0.609 0.630
H 0.115 0.167 -0.266
O 0.184 0.563 -0.686
H -0.163 0.621 0.510
H -0.093 -0.156 0.273
O 0.487 -0.070 -0.585
H 0.270 0.783 -0.149
H 0.138 -0.014 -0.571
O -0.612 -0.708 1.048
H -0.215 0.093 0.351
H 2.429 -0.577 -0.097
O -2.040 0.219 -0.278
H -1.162 -0.321 0.196
H 0.215 -0.263 0.033
O 1.146 0.693 -0.415
H -0.398 -0.598 -2.440
H -0.531 0.212 -0.072
O 0.624 0.354 2.692
H 0.202 0.123 0.466
H -0.779 -0.172 -0.375
O 1.352 -0.325 -0.003
H 1.990 1.597 -0.812
H 0.126 -0.129 0.165
O -1.924 -1.433 1.322
H 0.015 -0.461 -0.427
H 0.872 -0.095 -0.244
O -0.429 0.840 0.392
H 0.414 0.029 0.533
H -0.203 -0.200 -0.485
O -0.266 0.554 -0.512


# 2
# C4H9S

2 unconnected molecules or ions with the total composition C4H9S (ωB97M-V/def2-TZVPD, the OMol25 dataset).

Output
Charge = -1
Kohn-Sham gap = 6.54 eV
ΔE to the lowest compared entry with this formula, charge and spin = 0.740 eV
LUMO level = 4.25 eV

Each line ends with the Mulliken charge.
Cartesian coordinates (Å):
C 1.2198 1.3874 -0.8998  -0.47
C 2.2262 0.3699 -0.4568  0.08
C 1.8901 -0.8767 -0.0453  -0.58
H 1.2478 1.5483 -1.9834  0.20
H 0.1705 1.0223 -0.6317  -0.14
H 1.3951 2.3449 -0.4313  0.23
H 3.2921 0.6707 -0.4852  0.26
H 2.6456 -1.6024 0.2903  0.23
H 0.8194 -1.1944 -0.0046  -0.02
C -3.1069 -0.7694 1.0009  -0.76
S -1.5622 -0.2859 0.1451  -0.59
H -3.2632 -0.1343 1.8756  0.19
H -3.9132 -0.6587 0.3000  0.19
H -3.0612 -1.8217 1.3260  0.19

Force components x, y, z for each atom (eV/Å):
C -1.349 -0.916 0.076
C 0.183 -1.304 0.339
C -0.102 0.802 -0.270
H 0.097 -0.038 0.022
H 1.367 0.701 -0.350
H 0.027 0.366 0.236
H -0.532 -0.230 0.070
H -0.213 0.403 -0.219
H 0.905 0.367 0.012
C 0.783 -0.255 0.102
S -0.187 -0.156 0.126
H -0.195 -0.066 -0.005
H -0.686 0.036 -0.118
H -0.099 0.290 -0.018


# 3
# C7H17NO

A single C7H17NO molecule (ωB97M-V/def2-TZVPD, the OMol25 dataset).

Output
Kohn-Sham gap = 9.86 eV
ΔE to the lowest compared entry with this formula, charge and spin = 2.230 eV
SMILES = CC(C)NOC(C)(C)C
LUMO level = 0.95 eV

Each line ends with the Mulliken charge.
Cartesian coordinates (Å):
C 0.2825 -0.8698 -1.2345  1.79
C -0.3281 1.6095 1.1916  0.58
C 1.6167 -0.9123 -1.9689  -1.60
C 0.2990 -1.8568 -0.0695  -1.57
C -0.8849 -1.1776 -2.1723  -1.74
C 0.9530 1.1156 1.8543  -1.36
C -1.4564 1.7545 2.2069  -1.46
N -0.7530 0.6538 0.1720  -0.29
O 0.1983 0.6302 -0.9009  -0.37
H -1.6364 0.9693 -0.2344  0.23
H -0.1165 2.5896 0.7207  0.23
H 1.8630 -1.9448 -2.2309  0.37
H 1.5834 -0.3100 -2.8731  0.39
H 2.3996 -0.5143 -1.3192  0.36
H 1.1758 -1.6926 0.5616  0.33
H -0.6067 -1.7551 0.5329  0.36
H 0.3294 -2.8745 -0.4608  0.47
H -0.9453 -0.4291 -2.9573  0.38
H -1.8249 -1.1901 -1.6169  0.39
H -0.7491 -2.1571 -2.6263  0.40
H -2.3525 2.1590 1.7318  0.36
H 1.2831 1.8249 2.6100  0.45
H 0.7771 0.1523 2.3332  0.26
H 1.7431 0.9992 1.1100  0.27
H -1.6880 0.7925 2.6366  0.35
H -1.1622 2.4337 3.0034  0.41

Force components x, y, z for each atom (eV/Å):
C 0.634 1.215 -1.057
C 0.362 0.267 -0.123
C -0.086 -0.235 0.087
C -0.180 0.715 0.307
C 0.127 0.120 0.370
C -0.095 -0.001 -0.214
C 0.145 0.317 -0.499
N -0.402 0.641 0.009
O -0.782 -2.692 1.018
H 0.273 0.131 -0.010
H -0.088 -0.173 0.174
H 0.045 0.102 -0.067
H -0.001 0.045 -0.102
H -0.028 -0.084 -0.042
H -0.090 -0.055 0.023
H 0.213 -0.030 -0.032
H 0.113 0.078 -0.149
H 0.009 0.062 -0.095
H -0.013 0.008 -0.026
H -0.007 -0.102 -0.045
H -0.061 -0.028 0.059
H 0.053 0.068 0.054
H -0.001 -0.058 0.036
H -0.040 0.002 0.093
H -0.126 -0.363 0.185
H 0.025 0.051 0.044


# 4
# C10H17ClINOPSV

A molecular structure, C10H17ClINOPSV (ωB97M-V/def2-TZVPD, the OMol25 dataset).

Output
Spin multiplicity = 2
Charge = +3
Kohn-Sham gap (spin up / spin down) = 6.31 / 5.12 eV
LUMO level (spin up / spin down) = -13.75 / -14.90 eV
Expectation value of S² = 0.811

Each line ends with the Mulliken charge.
Cartesian coordinates (Å):
C -2.2772 0.9789 1.0245  -1.09
I 0.1279 -1.7196 -1.2222  0.38
H -1.8227 1.9582 1.3263  0.42
H -2.6428 0.6191 2.0138  0.59
H -3.1202 1.2176 0.3775  0.52
V -0.3522 0.2790 0.5178  0.07
P -1.3582 1.0605 -1.7010  0.70
C -2.6103 0.0384 -2.5518  -1.08
C -2.1483 2.7031 -1.6806  -1.28
H 0.7653 1.7830 -2.5735  0.37
H -0.5400 1.9189 -3.7995  0.46
H 0.1944 0.3206 -3.4160  0.37
C -0.1107 1.2900 -3.0080  -1.00
H -1.4872 3.4110 -1.1684  0.41
H -2.3135 3.0372 -2.7127  0.49
H -2.9254 0.5416 -3.4766  0.45
H -3.4828 -0.1127 -1.9055  0.36
H -3.1047 2.6669 -1.1512  0.41
H -2.1903 -0.9439 -2.7964  0.43
C -1.8363 -0.9362 0.3800  0.47
O -2.7618 -1.6632 0.2941  -0.20
Cl 1.1231 1.9970 0.3992  -0.30
S 0.0522 -0.6809 2.5810  -0.13
C 1.6443 -1.2923 2.3266  0.43
N 2.6885 -0.4225 2.4481  -0.02
C 3.9885 -0.8055 2.3507  -0.26
C 4.2812 -2.1294 2.0759  -0.49
C 3.2363 -3.0596 1.9489  -0.25
C 1.9222 -2.6545 2.1158  -0.42
H 2.4642 0.5611 2.6408  0.33
H 4.7395 -0.0442 2.4958  0.47
H 5.3179 -2.4511 2.0283  0.46
H 3.4600 -4.1184 1.7558  0.46
H 1.0791 -3.3483 2.0625  0.50

Force components x, y, z for each atom (eV/Å):
C -0.277 1.513 1.963
I 0.847 -0.082 0.278
H 0.219 -0.394 -0.510
H 0.144 -0.354 -0.751
H 0.150 -0.540 -0.098
V 2.228 1.379 -0.060
P -1.021 1.097 -2.254
C -0.015 -0.455 0.764
C 0.140 0.083 1.064
H -0.063 0.027 -0.280
H -0.020 -0.182 0.265
H -0.061 0.296 -0.065
C 0.785 -0.327 0.530
H -0.150 0.046 -0.154
H 0.087 -0.266 0.164
H 0.190 0.011 0.268
H 0.014 0.011 -0.237
H 0.087 0.134 -0.178
H -0.193 0.128 -0.141
C -5.574 -3.867 -0.172
O 4.163 3.108 0.396
Cl -1.217 -1.357 -0.372
S -1.701 0.166 -0.403
C 1.748 -0.771 -0.132
N 0.184 -0.148 -0.123
C -0.775 -0.145 -0.008
C -0.242 -0.398 0.166
C 0.757 -0.144 0.108
C -0.885 0.917 -0.085
H 0.272 -0.373 -0.055
H 0.025 0.109 0.038
H -0.147 0.111 -0.115
H -0.072 0.525 0.121
H 0.374 0.140 0.067